Computed, not measured: C30H38BrCrF4N2O2P2S3 as an isolated structure, with the ωB97M-V functional and the def2-TZVPD basis.

Properties
electronic energy: -7320.68263 hartree
E_LUMO (spin up / spin down): -7.71 / -6.48 eV
molecular weight: 824.7 u
spin multiplicity: 4
total charge: +2
E_HOMO (spin up / spin down): -0.49502 / -0.49545 Ha

Last column: Löwdin spin population.
Positions of all 83 atoms, in Å:
Cr 1.480 -0.795 0.592  3.13
C 1.820 -3.225 -1.081  0.00
C 0.849 -3.543 0.089  0.00
N 1.048 -2.721 1.277  -0.01
C 2.257 -2.987 2.103  0.01
C 3.633 -2.292 1.750  0.02
S 3.650 -0.724 0.797  -0.03
C 4.427 -1.180 -0.781  0.01
C 3.399 -1.399 -1.841  0.00
N 2.010 -1.723 -1.300  -0.02
H 2.820 -3.688 -0.933  0.00
H 1.398 -3.645 -2.005  0.00
H -0.190 -3.403 -0.291  0.00
H 0.978 -4.591 0.323  0.00
H 0.208 -2.727 1.863  0.00
H 1.945 -2.570 3.107  0.00
H 2.379 -4.065 2.305  0.00
H 4.029 -1.919 2.721  0.00
H 4.302 -3.043 1.289  0.00
H 5.136 -0.371 -1.006  0.00
H 5.090 -2.054 -0.576  0.00
H 3.273 -0.491 -2.459  0.00
H 3.697 -2.201 -2.533  0.00
H 1.349 -1.411 -2.005  0.00
F -2.987 -5.830 -3.453  0.00
C -2.659 -4.565 -3.146  0.00
C -3.658 -3.751 -2.593  0.00
F -4.823 -4.248 -2.174  0.00
C -3.364 -2.383 -2.413  0.00
F -4.338 -1.593 -1.911  0.00
C -2.076 -1.924 -2.653  0.00
P -1.356 -0.623 -1.634  0.00
C -1.814 0.782 -2.612  0.00
C -0.835 1.440 -3.374  0.00
C -1.192 2.508 -4.160  0.00
C -2.506 2.988 -4.264  0.00
C -3.449 2.368 -3.465  0.00
C -3.152 1.210 -2.722  0.00
C -2.518 -0.703 -0.220  0.00
C -2.769 -1.915 0.463  0.00
C -3.517 -1.912 1.657  0.00
C -3.931 -0.728 2.251  0.00
C -3.657 0.452 1.605  0.00
C -2.992 0.460 0.372  0.00
C -1.215 -2.665 -3.442  0.00
Br 0.230 -1.867 -4.300  0.00
C -1.469 -4.010 -3.663  0.00
F -0.659 -4.732 -4.495  0.00
H 0.191 1.164 -3.279  0.00
H -0.432 2.992 -4.792  0.00
H -2.764 3.929 -4.776  0.00
H -4.502 2.760 -3.460  0.00
H -3.934 0.744 -2.103  0.00
H -2.534 -2.828 -0.061  0.00
H -3.746 -2.869 2.128  0.00
H -4.335 -0.560 3.270  0.00
H -3.840 1.388 2.028  0.00
H -2.825 1.405 -0.137  0.00
C 3.434 2.285 3.712  0.00
C 3.124 3.227 2.491  0.00
C 4.045 3.043 1.351  0.00
O 1.717 3.070 2.112  0.00
P 0.775 1.935 1.679  0.00
S 1.106 1.618 -0.228  -0.06
S 0.641 0.221 2.807  -0.05
O -0.702 2.533 1.684  0.00
C -1.359 3.709 2.235  0.00
C -1.461 3.600 3.760  0.00
C -0.806 4.992 1.644  0.00
H 4.443 2.580 4.083  0.00
H 3.411 1.229 3.402  0.00
H 2.731 2.473 4.575  0.00
H 3.202 4.281 2.861  0.00
H 4.492 2.025 1.343  0.00
H 4.884 3.795 1.431  0.00
H 3.516 3.103 0.408  0.00
H -2.398 3.556 1.848  0.00
H -0.538 3.919 4.209  0.00
H -1.683 2.550 3.957  0.00
H -2.199 4.287 4.223  0.00
H 0.282 4.783 1.547  0.00
H -0.961 5.861 2.329  0.00
H -1.256 5.206 0.655  0.00